<1>
Density functional theory data (ωB97M-V/def2-TZVPD) for a cluster of 2 separate species, C4H12O3 in total.

Summary:
Frontier orbital gap   10.41 eV

Geometry (Å):
C 0.69548 0.20984 2.12588
C -0.29700 0.36928 1.09979
O -1.02270 -0.88536 0.80659
C 0.43917 0.97571 -0.16994
C -0.46297 0.78558 -1.43088
O 0.04079 1.70479 -2.46131
H 0.33037 -0.26238 3.05850
H 1.28276 1.09594 2.38633
H 1.41822 -0.55419 1.82669
H -1.04459 1.12357 1.47018
H -2.00856 -0.75740 0.87637
H 0.71320 2.08504 -0.02264
H 1.35412 0.35179 -0.33805
H -0.25580 -0.23427 -1.78732
H -1.50874 1.19572 -1.13939
H 0.18686 1.06578 -3.15652
O 0.19010 -2.45234 -1.27831
H -0.16746 -2.32818 -0.42655
H 0.11673 -3.48890 -1.43943

<2>
Density functional theory data (ωB97M-V/def2-TZVPD) for a cluster of 2 separate species, C4H12O3 in total.

Summary:
Frontier orbital gap   11.02 eV

Geometry (Å):
C 2.25703 0.57946 -0.38092
C 1.04098 -0.30346 -0.17341
O 0.82026 -0.45771 1.26433
C -0.21459 0.27363 -0.80156
C -1.34089 -0.74636 -0.88862
O -2.57106 -0.10680 -1.18275
H 3.12945 0.14514 0.10694
H 2.50301 0.66334 -1.43630
H 2.05204 1.56015 0.04757
H 1.20068 -1.31739 -0.56214
H 1.18009 -1.30289 1.54115
H 0.06206 0.61440 -1.80355
H -0.55983 1.14382 -0.23720
H -1.37777 -1.27708 0.06199
H -1.08786 -1.47123 -1.66895
H -3.25440 -0.44187 -0.58994
O -1.59898 0.83956 2.47897
H -1.10074 0.05820 2.20490
H -1.13949 1.54709 2.01948

Of them, <1> has the lowest stability.

<1>
Density functional theory data (ωB97M-V/def2-TZVPD) for a cluster of 2 separate species, C4H14N4 in total.

Summary:
Frontier orbital gap   9.47 eV

Geometry (Å):
H 0.40298 0.58432 -2.64069
N 0.39337 0.48237 -1.62996
C 0.17730 -0.70287 -1.21451
N -0.23031 -1.75211 -1.99199
C 0.19490 -0.91156 0.28995
C 1.59106 -0.60566 0.83162
N -0.24610 -2.20360 0.77522
H -0.23817 -2.68561 -1.61487
H -0.12864 -1.67739 -2.99126
H -0.50170 -0.14087 0.69082
H 1.90893 0.37235 0.48393
H 1.57551 -0.63076 1.91812
H 2.30398 -1.35243 0.48290
H 0.39515 -2.94437 0.50981
H -1.17648 -2.43166 0.44830
C -1.25779 2.30366 0.35003
N -0.27909 2.72056 1.34253
H -0.68611 1.85473 -0.53315
H -1.80262 3.18999 0.01430
H -2.01085 1.59241 0.72145
H 0.35482 1.95906 1.54282
H -0.74015 2.97944 2.21464

<2>
Density functional theory data (ωB97M-V/def2-TZVPD) for a cluster of 2 separate species, C4H14N4 in total.

Summary:
Frontier orbital gap   9.11 eV

Geometry (Å):
H 0.41010 2.19499 1.80188
N -0.09848 1.30842 1.83331
C -0.54128 1.01037 0.65064
C -0.34333 1.94970 -0.51930
N -1.86338 0.19446 0.62506
N -2.50788 -0.15667 -0.58001
H -0.92455 1.65327 -1.39295
H 0.71631 1.96555 -0.79102
H -0.62344 2.96193 -0.21820
H -2.19784 -0.04615 1.55758
H -3.50809 0.04250 -0.54230
H -2.41280 -1.15947 -0.74565
C 1.09464 -1.09202 -1.34315
N 0.84238 -0.79924 0.06718
C 1.93464 -1.24702 0.92844
H 0.20976 -0.82719 -1.92618
H 1.29137 -2.15724 -1.48743
H 1.94384 -0.51034 -1.71056
H -0.07082 -1.22643 0.33521
H 1.72347 -0.94252 1.95486
H 2.04568 -2.33286 0.87000
H 2.87970 -0.78406 0.63260

<3>
Density functional theory data (ωB97M-V/def2-TZVPD) for a cluster of 2 separate species, C4H14N4 in total.

Summary:
Frontier orbital gap   9.35 eV

Geometry (Å):
N -1.99962 0.90377 -0.54529
C -2.00791 1.14381 0.83512
C -2.40722 0.33958 1.81812
N -2.20637 0.69926 3.17971
H -1.38240 0.14087 -0.82753
H -1.72558 1.72410 -1.05904
H -1.57367 2.09298 1.14956
H -2.83178 -0.63570 1.57353
H -1.65873 0.01469 3.67718
H -3.08084 0.80180 3.68073
C 1.21114 -0.40391 0.26320
N 1.17736 -1.19203 -0.96053
C 2.37623 -1.00197 -1.79377
N 2.22023 0.01606 -2.83011
H 0.24621 -0.42100 0.78005
H 1.90416 -0.78507 1.02367
H 1.38765 0.64027 0.01288
H 1.07926 -2.17334 -0.76766
H 2.56443 -1.95353 -2.29220
H 3.25818 -0.71416 -1.21554
H 1.34868 -0.16350 -3.30470
H 2.10058 0.92703 -2.39737

Of them, <2> has the lowest stability.

<1>
Density functional theory data (ωB97M-V/def2-TZVPD) for the ion C5H12N3O with charge +1.

Summary:
Net charge   +1
Frontier orbital gap   10.43 eV

Geometry (Å):
C 1.50737 0.38991 3.73938
N 1.52786 1.06123 2.70101
C 1.51086 0.79351 1.33795
N 0.40017 0.61746 0.73511
O 0.55454 0.53265 -0.71908
N -0.55714 -0.14998 -1.19722
C -1.71234 0.72142 -1.04575
C -0.71110 -1.35832 -0.35730
C -0.11668 -0.48047 -2.64863
H 1.63434 0.79347 4.81450
H 1.50825 -0.69274 3.78455
H 2.40882 1.15188 0.93427
H -2.45934 0.52197 -1.82575
H -2.07286 0.60074 -0.00546
H -1.31652 1.80202 -1.21664
H 0.34766 -1.63983 -0.15256
H -1.04447 -1.01392 0.61135
H -1.39455 -2.11751 -0.79962
H 0.73033 -1.17646 -2.61072
H -0.94423 -0.91867 -3.15315
H 0.19901 0.56166 -2.92623

<2>
Density functional theory data (ωB97M-V/def2-TZVPD) for the ion C5H12N3O with charge +1.

Summary:
Net charge   +1
Frontier orbital gap (alpha / beta)   8.41 / 8.41 eV

Geometry (Å):
C 0.29879 -1.08222 -0.16294
C 1.12849 -1.92054 -0.72915
C -0.38501 -0.50943 1.05822
C 0.23441 1.55411 -0.07074
C -1.58698 -1.45116 1.30973
N 0.51926 0.83732 -1.22442
N 1.85274 0.76946 -1.69115
N -0.93107 0.83086 0.57503
O -0.20194 2.84169 -0.27618
H 1.32672 -1.91437 -1.78919
H 1.36501 -2.97798 -0.31968
H 0.30685 -0.39845 1.80785
H 1.08661 1.59237 0.76497
H -2.40555 -0.91969 0.92698
H -1.65624 -1.57704 2.39547
H -1.64435 -2.35764 0.82459
H 1.91744 1.29129 -2.55824
H 2.54935 0.72910 -1.03351
H -1.59778 0.52583 -0.11717
H -1.38361 1.23907 1.37840
H -0.79314 2.89742 -1.06888

<3>
Density functional theory data (ωB97M-V/def2-TZVPD) for a cluster of 2 separate species, C5H12N3O in total.

Summary:
Net charge   +1
Frontier orbital gap (alpha / beta)   9.20 / 6.51 eV

Geometry (Å):
C -1.51112 0.92752 -1.15684
C -2.08733 1.14836 -2.54509
C 1.89659 -1.16480 0.38012
C 1.98299 1.18222 0.66499
C -0.64845 -1.00835 1.57082
N -0.58056 0.10849 -1.30421
N 1.33637 0.08706 0.89702
N 0.04405 0.21079 1.33220
O -1.93493 1.76930 -0.23322
H -3.28382 1.22415 -2.57308
H -1.90332 0.38767 -3.42053
H -1.81544 2.07842 -2.93341
H 2.14548 -1.71311 1.26944
H 1.16857 -1.66554 -0.08544
H 2.77538 -0.89985 -0.15581
H -1.26249 1.82083 0.46651
H 3.00181 0.98343 0.18144
H 1.46733 2.04747 0.97104
H -0.50046 -1.49854 2.50813
H -0.46665 -1.97720 0.99545
H -1.68240 -0.77212 1.78990

<4>
Density functional theory data (ωB97M-V/def2-TZVPD) for the ion C5H12N3O with charge +1.

Summary:
Net charge   +1
Frontier orbital gap   9.06 eV

Geometry (Å):
C 3.02074 -0.72406 1.42288
N 1.80921 -0.33649 0.72462
C 0.78373 -1.11442 0.57673
N 0.95596 -2.68202 1.32460
O 0.00467 -3.32549 1.15923
N -0.37672 -0.94164 0.03867
C -0.98825 0.29078 -0.46436
C -1.91225 0.84299 0.61910
C -1.74223 -0.01934 -1.74815
H 3.66386 0.14582 1.52376
H 2.78196 -1.10859 2.41277
H 3.55590 -1.49899 0.87522
H 1.79310 0.59442 0.32001
H -1.00624 -1.75182 0.07062
H -0.18495 1.00503 -0.66923
H -2.74339 0.16561 0.79559
H -1.37655 0.99252 1.55445
H -2.31533 1.79995 0.30097
H -2.50845 -0.77242 -1.57751
H -1.07099 -0.37041 -2.52846
H -2.23119 0.88145 -2.10426

Of them, <3> has the lowest stability.